No. 1
DFT (wB97M-V/def2-TZVPD) results for a structure of composition C7H28FN14O7Ti.

XYZ file:
```
58
Properties=species:S:1:pos:R:3:nbo_charge:R:1
Ti 0.0214 0.3515 0.2154 0.70
F -0.2647 0.5639 -2.1275 -0.86
C 2.8862 -0.8930 -2.8551 0.74
O 3.9763 -1.3734 -3.0393 -0.72
N 2.0063 -0.5464 -3.7092 -0.83
N 2.3721 -0.7052 -1.7382 -0.82
H 2.1529 -0.6626 -4.7017 0.40
H 1.1770 -0.1874 -3.2580 0.41
H 1.5307 -0.1489 -1.7898 0.40
H 3.0065 -0.8033 -0.9584 0.41
C 0.6742 1.1853 3.4085 0.76
O 0.1197 0.3774 2.6748 -0.72
N 1.5656 2.0306 3.1133 -0.80
N 0.5336 1.1974 4.6837 -0.81
H 1.7513 2.0240 2.1206 0.44
H 2.0243 2.5469 3.8504 0.38
H 1.1825 1.7552 5.2203 0.37
H -0.1843 0.7007 5.1917 0.40
C -1.1505 -2.7202 -3.1587 0.75
O -1.3653 -3.7624 -3.7167 -0.71
N -1.8223 -1.5755 -3.2516 -0.87
N -0.1153 -2.5850 -2.3754 -0.84
H -2.5621 -1.5207 -3.9370 0.39
H -1.3309 -0.7769 -2.8763 0.43
H 0.5369 -3.3543 -2.3211 0.42
H -0.1339 -1.6645 -1.9601 0.40
C 1.8998 -2.4728 1.6487 0.78
O 2.2640 -1.3135 1.5005 -0.67
N 0.6413 -2.8034 1.9090 -0.84
N 2.6385 -3.5998 1.6950 -0.85
H 0.2902 -3.7264 2.1208 0.38
H 0.0394 -1.9927 1.9323 0.44
H 2.3990 -4.5781 1.6200 0.40
H 3.6015 -3.3944 1.4699 0.39
C -2.4441 -1.6677 0.3602 0.77
O -1.3684 -1.3269 0.7297 -0.73
N -3.0946 -0.9747 -0.5689 -0.80
N -3.0573 -2.7235 0.7321 -0.80
H -4.0245 -1.3230 -0.7540 0.36
H -2.8833 -0.0407 -0.8898 0.43
H -3.8963 -2.8781 0.1915 0.39
H -2.5762 -3.4556 1.2346 0.41
C 1.8912 3.2019 -0.2736 0.78
O 2.1133 2.1724 0.3908 -0.74
N 0.7481 3.5294 -0.7970 -0.81
N 2.8434 4.0525 -0.5054 -0.81
H 0.7050 4.3889 -1.3257 0.37
H -0.0370 2.9752 -0.4861 0.44
H 3.7841 3.9123 -0.1656 0.43
H 2.4215 4.7242 -1.1307 0.38
C -2.3825 2.4599 0.7141 0.78
O -1.2306 2.3107 0.5067 -0.69
N -3.2034 3.3133 0.2038 -0.81
N -3.0357 1.6406 1.5457 -0.82
H -4.1907 3.3847 0.4041 0.40
H -2.8170 3.8921 -0.5282 0.40
H -2.5887 1.0988 2.2715 0.43
H -4.0384 1.7614 1.5393 0.37
```

Properties
spin multiplicity: 4
HOMO level (spin up / spin down): -3.350 / -8.174 eV
⟨S²⟩: 3.7516


No. 2
DFT (wB97M-V/def2-TZVPD) results for a structure of composition C19H40CaNO10S2.

XYZ file:
```
73
Properties=species:S:1:pos:R:3:mulliken_charge:R:1
Ca 1.0029 -0.4240 -0.0615 2.22
C -0.6853 -2.3485 -4.1185 -0.95
C 0.3012 -1.5647 -3.2694 0.33
O 1.2414 -0.9794 -3.7999 -0.72
O 0.0689 -1.4969 -2.0093 -0.15
H -1.3865 -2.9204 -3.5059 0.02
H -0.1669 -3.0778 -4.7433 0.37
H -1.2230 -1.6621 -4.7750 0.18
C 3.9483 -3.0722 1.4213 -1.41
C 3.0335 -2.0144 0.8095 0.96
O 2.5183 -1.1694 1.6108 -0.69
O 2.5532 -2.1390 -0.3333 -0.71
H 4.1853 -3.8221 0.6645 0.35
H 3.4914 -3.6193 2.2426 0.28
H 4.8577 -2.5515 1.7242 0.35
C 3.3396 3.1100 -0.5290 -1.18
C 2.0985 2.3641 -1.1219 1.83
C 1.6182 3.0315 -2.3956 -1.22
O 2.3558 1.0343 -1.2579 -1.03
H 3.2871 3.0546 0.5607 -0.08
H 3.2336 4.1891 -0.7286 0.38
H 4.3113 2.7718 -0.8852 0.29
H 1.3539 2.5571 -0.3096 -0.65
H 2.1610 2.6226 -3.2608 0.34
H 1.7317 4.1072 -2.5875 0.38
H 0.5889 2.7835 -2.6901 -0.03
C -1.2150 -3.1519 2.6775 -1.66
C -0.6562 -3.0086 1.2562 0.71
C -1.4092 -3.8251 0.2194 -0.98
O -2.7872 -3.5123 0.2684 -0.32
C -3.6131 -4.3834 -0.4438 -0.85
N -0.7927 -1.5293 0.9233 -0.01
H -0.8924 -4.0762 3.1595 0.41
H -2.2783 -2.9350 2.7327 0.35
H -0.7156 -2.3525 3.2353 0.47
H 0.3974 -3.2619 1.1209 0.03
H -1.2570 -4.8818 0.4859 0.67
H -0.9649 -3.6818 -0.7727 0.27
H -3.4884 -5.4410 -0.1782 0.33
H -3.4517 -4.3374 -1.5296 0.26
H -4.6424 -4.0866 -0.2447 0.27
H -1.5723 -1.6223 0.2809 -0.22
H -1.1135 -1.0781 1.7727 0.11
C 1.3580 4.0554 3.8202 -0.77
C 2.6743 3.3430 3.5089 -0.20
C 2.3935 1.8596 3.6301 -0.80
S 0.6715 1.6043 3.0732 1.08
O 0.0744 0.8606 4.1601 -0.83
O 0.6429 1.1791 1.7038 -0.84
C 0.1745 3.3560 3.1644 -0.69
H 1.3243 5.1180 3.5793 0.41
H 1.1748 4.0004 4.9010 0.28
H 3.4682 3.7208 4.1511 0.42
H 2.9195 3.6909 2.5021 0.00
H 2.2766 1.6222 4.6908 0.41
H 3.0030 1.0472 3.2350 0.33
H -0.7414 3.4303 3.7440 0.42
H 0.0015 3.6738 2.1363 0.31
C -2.4991 1.6878 -3.4383 -0.51
C -3.2672 0.3718 -3.2189 -0.89
C -2.9557 -0.2778 -1.9054 0.05
S -2.3485 1.0706 -0.8283 1.28
O -0.9926 0.7655 -0.4665 -0.31
O -3.2848 1.3747 0.2350 -0.89
C -2.4682 2.3826 -2.0532 -0.90
H -3.0116 2.3108 -4.1639 0.41
H -1.4276 1.5727 -3.6100 0.21
H -3.2919 -0.3176 -4.0655 0.42
H -4.3287 0.6596 -3.2455 0.34
H -2.1994 -1.0691 -1.8511 -0.41
H -3.7420 -0.7035 -1.2752 0.56
H -1.6138 3.0504 -1.9434 0.41
H -3.3523 2.9612 -1.7854 0.42
```

Properties
total charge: -1
HOMO level: -3.720 eV


No. 3
DFT (wB97M-V/def2-TZVPD) results for a structure of composition C5H11F6N6O7RhS.

XYZ file:
```
37
Properties=species:S:1:pos:R:3:nbo_charge:R:1
Rh -0.4867 0.3572 0.2984 1.25
N 1.8292 0.5176 0.2413 -0.63
N 2.2236 1.8523 0.1585 -0.41
C 1.3065 2.7945 -0.1721 0.66
N 1.6719 4.0604 -0.0149 -0.76
N 0.1609 2.3219 -0.6730 -0.49
N -0.8061 3.2137 -1.0727 0.65
O -1.7850 2.7063 -1.5827 -0.40
O -0.6698 4.4210 -0.9402 -0.42
H 1.9815 0.1405 1.1714 0.43
H 2.2749 -0.0287 -0.4848 0.41
H 3.0508 2.1361 0.6560 0.39
H 2.5184 4.2776 0.4802 0.41
H 0.9789 4.7705 -0.1964 0.45
O -1.3223 1.2128 4.0034 -0.92
S -0.8645 1.1210 2.6620 2.53
O -1.1121 -0.3321 2.0732 -0.89
O 0.5652 1.3696 2.4032 -1.06
O -1.6088 1.9308 1.6355 -0.99
N -2.3791 0.2430 -0.2675 -0.86
H -2.8872 0.7980 0.4245 0.43
H -2.7117 -0.7147 -0.2852 0.40
H -2.4919 0.6960 -1.1713 0.42
C -1.1589 -2.9616 0.1556 -0.66
C -0.0194 -2.4044 -0.6989 0.08
O -0.1301 -1.0550 -0.9955 -0.71
C -0.0625 -3.0931 -2.0848 0.97
F -1.1727 -2.7185 -2.7370 -0.32
F 0.9806 -2.7805 -2.8579 -0.31
F -0.1003 -4.4311 -1.9741 -0.32
C 1.3179 -2.7193 0.0087 0.95
F 2.3865 -2.2348 -0.6548 -0.33
F 1.5159 -4.0293 0.1767 -0.31
F 1.3352 -2.1495 1.2298 -0.33
H -2.0868 -2.9086 -0.4141 0.22
H -1.2515 -2.3785 1.0698 0.26
H -0.9904 -4.0012 0.4299 0.24
```

Properties
HOMO level: -9.484 eV


No. 4
DFT (wB97M-V/def2-TZVPD) results for a structure of composition C4H9INO.

XYZ file:
```
16
Properties=species:S:1:pos:R:3:nbo_charge:R:1
C 1.1050 1.0279 -0.0223 0.68
C -0.0276 -0.5684 -1.3528 -0.70
C 0.0972 -0.7746 1.2163 -0.65
C -0.0157 0.1261 -0.0759 -0.08
N -1.3100 0.8813 0.1860 -0.71
O 1.2375 2.1805 0.0787 -0.43
I 3.5143 -0.4002 -0.2500 -0.14
H 0.3330 -1.5446 -1.5130 0.30
H 0.5318 -0.1474 -2.2832 0.29
H -0.9936 -0.8642 -1.6798 0.25
H -0.7326 -1.5130 1.4262 0.25
H 0.1660 -0.3348 2.1942 0.25
H 0.9403 -1.4401 1.0431 0.28
H -1.3722 1.1508 1.2412 0.46
H -2.1596 0.3186 -0.0718 0.47
H -1.3138 1.9023 -0.1367 0.47
```

Properties
total charge: +1
HOMO level (spin up / spin down): -12.689 / -12.673 eV


No. 5
DFT (wB97M-V/def2-TZVPD) results for a structure of composition C2H4GaLiO2.

XYZ file:
```
10
Properties=species:S:1:pos:R:3:mulliken_charge:R:1
O 2.0018 0.2660 0.3547 -0.31
C -0.7514 0.5739 0.1508 -0.21
C -1.0436 -0.6350 -0.6485 -0.27
O -0.4533 -0.9442 0.6149 0.00
Li 3.4996 1.0781 0.1017 0.91
Ga 1.2930 -1.1598 0.8399 0.64
H -0.3317 1.2991 0.8525 0.33
H -1.6122 1.2431 0.0256 0.32
H -0.5111 -0.7726 -1.5948 0.30
H -2.0911 -0.9487 -0.6968 0.30
```

Properties
total charge: +2
HOMO level (spin up / spin down): -19.481 / -19.482 eV


No. 6
DFT (wB97M-V/def2-TZVPD) results for the ion C22H27N4O7 with charge -1.

XYZ file:
```
60
Properties=species:S:1:pos:R:3:nbo_charge:R:1
C -4.0186 0.6003 0.0354 -0.62
C -2.9245 0.0210 -0.8016 -0.08
O -1.8234 -0.0980 0.1050 -0.55
C -0.6020 -0.1852 -0.4395 0.85
O -0.5058 -0.1132 -1.6543 -0.62
C 0.4245 -0.2354 0.7090 -0.19
C 0.4883 -1.7439 1.2590 -0.23
C 0.8930 -2.3684 2.6885 -0.30
C 2.2686 -2.2911 3.1001 0.29
N 3.3786 -2.3146 3.4684 -0.41
C 0.1002 -3.2888 3.4061 -0.07
C -1.1989 -3.7054 2.9880 -0.18
N -2.0654 -4.6261 3.7231 0.52
O -3.3143 -4.5307 3.6120 -0.42
O -1.5373 -5.4750 4.4626 -0.44
C -1.5489 -3.3040 1.6686 0.17
N -2.5820 -3.8555 0.9293 -0.13
O -2.2332 -3.6099 -0.3441 -0.20
N -0.9509 -2.9244 -0.4427 0.37
O -0.3806 -2.9285 -1.5203 -0.43
C -0.6689 -2.5825 0.8530 0.02
C -0.1487 0.7503 1.7120 -0.41
C -0.7609 2.1229 1.2744 -0.39
C 0.0088 3.1564 0.4303 -0.44
C -0.4305 3.2974 -1.0237 -0.41
C 0.6411 3.8525 -1.9922 -0.38
C 1.8403 2.9181 -2.2675 -0.41
C 1.5730 1.6568 -3.0646 -0.42
C 2.6589 0.5863 -2.9940 -0.39
C 2.3632 -0.6292 -2.1003 -0.41
C 2.7362 -0.5327 -0.6406 -0.51
C 1.8289 0.2706 0.2333 0.63
O 2.2557 1.3582 0.6442 -0.56
H -4.9606 0.4654 -0.4843 0.21
H -4.0735 0.1113 1.0140 0.23
H -3.8531 1.6702 0.1998 0.20
H -3.1637 -0.9799 -1.1416 0.20
H -2.6612 0.6822 -1.6387 0.20
H 1.3859 -2.0704 0.6502 0.23
H 0.4587 -3.6835 4.3659 0.25
H -0.9602 0.2115 2.2014 0.23
H 0.6294 0.9374 2.4625 0.23
H -0.9033 2.6350 2.2334 0.21
H -1.7702 1.9410 0.8714 0.20
H 1.0824 2.9380 0.5427 0.25
H -0.1441 4.1523 0.8923 0.19
H -1.3116 3.9667 -1.0435 0.19
H -0.7564 2.2991 -1.3600 0.20
H 1.0584 4.8021 -1.5893 0.19
H 0.1249 4.0932 -2.9351 0.19
H 2.2964 2.6937 -1.2880 0.21
H 2.5640 3.5287 -2.8282 0.19
H 1.4390 1.9739 -4.1094 0.19
H 0.6265 1.2132 -2.7450 0.24
H 3.6450 1.0199 -2.7576 0.19
H 2.7391 0.1882 -4.0158 0.20
H 2.9421 -1.4714 -2.5034 0.20
H 1.3076 -0.9107 -2.1983 0.26
H 3.7410 -0.0988 -0.5468 0.23
H 2.7534 -1.5569 -0.2655 0.23
```

Properties
total charge: -1
HOMO level: -4.511 eV
SMILES string: CCOC(=O)[C@]1([C@H]2C(C#N)=CC(=[N+]([O-])[O-])c3no[n+]([O-])c32)CCCCCCCCCCC1=O


No. 7
DFT (wB97M-V/def2-TZVPD) results for a structure of composition C3H4LiO4Pd.

XYZ file:
```
13
Properties=species:S:1:pos:R:3:nbo_charge:R:1
H -2.3158 1.0040 1.1965 0.22
C -1.6234 0.6143 0.4384 -0.23
C -2.3469 -0.1156 -0.6211 -0.12
O -1.7595 -0.8800 0.4237 -0.62
H -3.4409 -0.1419 -0.6193 0.22
H -1.8923 -0.2562 -1.6072 0.19
O 1.2914 -0.6893 0.1714 -0.86
C 2.5077 -0.3009 0.2174 0.95
O 3.5385 -0.8722 -0.0459 -0.54
Li -0.1473 -1.8696 0.3459 0.96
H 3.3611 1.4141 -0.2177 0.56
Pd 0.3458 1.0024 0.2246 1.07
O 2.4817 1.0910 0.0933 -0.81
```

Properties
total charge: +1
spin multiplicity: 3
HOMO level (spin up / spin down): -13.542 / -14.884 eV
⟨S²⟩: 2.0026


Ordered max |F| results: 0.16573 0.05475 0.03469 0.08634 0.08256 0.07242 0.10369; unit Eh/bohr.